Formula: C28H40AsCaClN5O5S2
Source: OMol25
Level of theory: ωB97M-V with the def2-TZVPD basis set

Calculated values
**HOMO-LUMO gap**: 7.090 eV
**Energy**: -5911.10899 hartree
**HOMO energy**: -4.91 eV
**F_max**: 0.007 hartree/bohr

The geometry in ORCA input format:
```
! wB97M-V def2-TZVPD RIJCOSX def2/J DEFGRID3
* xyz -1 1
Ca 0.8803 0.9599 0.0612
O -1.3148 1.6418 0.5859
S -0.8400 3.0912 0.4167
O -1.9595 3.9916 0.2755
O 0.0518 3.3622 1.5553
O 0.0122 2.9917 -0.8188
C -3.5739 -0.1713 -5.4432
C -3.7795 0.9935 -4.4842
N -2.5309 1.4570 -3.8917
C -2.3349 1.2233 -2.4596
C -2.1431 -0.2486 -2.1316
C -1.7424 2.2453 -4.6596
O -2.0664 2.5907 -5.7928
C -0.4229 2.6755 -4.0951
C -0.0869 4.0205 -4.0944
C 1.1466 4.3969 -3.5972
C 2.0013 3.4082 -3.1362
N 1.7071 2.1123 -3.1583
C 0.5131 1.7645 -3.6246
H -4.5287 -0.4923 -5.8652
H -3.1187 -1.0197 -4.9305
H -2.9217 0.1332 -6.2606
H -4.4353 0.7012 -3.6627
H -4.2460 1.8269 -5.0123
H -3.2072 1.6167 -1.9281
H -1.4884 1.8097 -2.1092
H -3.0122 -0.8446 -2.4225
H -1.9876 -0.3685 -1.0597
H -1.2707 -0.6559 -2.6484
H -0.7925 4.7499 -4.4709
H 1.4380 5.4372 -3.5469
H 2.9695 3.6707 -2.7222
H 0.2932 0.7001 -3.6153
C 3.3762 -2.9000 -2.7058
C 1.9986 -2.9131 -2.5391
C 1.3772 -1.9150 -1.7908
C 2.0667 -0.8536 -1.1764
C 3.4586 -0.8885 -1.3845
C 4.1089 -1.8750 -2.1192
H 3.8711 -3.6724 -3.2840
H 1.4071 -3.7057 -2.9878
H 0.2964 -1.9907 -1.6723
H 4.0873 -0.1094 -0.9519
H 5.1879 -1.8440 -2.2398
S -0.6584 -1.6367 1.1506
C -2.0811 -1.2952 2.0114
N -2.6223 -0.0822 2.0501
C -3.8530 0.2415 2.7495
C -4.0534 -0.7049 3.9197
C -3.9362 -2.1356 3.4206
N -2.6743 -2.2847 2.7212
H -2.1771 0.6566 1.4658
H -4.7053 0.1807 2.0633
H -3.7809 1.2758 3.0862
H -5.0299 -0.5415 4.3765
H -3.2857 -0.5205 4.6747
H -4.7815 -2.3717 2.7630
H -3.9555 -2.8419 4.2514
H -2.2528 -3.1901 2.6093
Cl -0.7877 1.4257 5.6954
C 0.6050 1.4276 4.6594
C 1.8237 1.8866 5.1171
C 2.8965 1.8586 4.2411
C 2.6982 1.3708 2.9609
N 1.5169 0.9323 2.5301
C 0.4808 0.9706 3.3598
H 1.9250 2.2581 6.1279
H 3.8728 2.2088 4.5457
H 3.5208 1.3078 2.2589
H -0.4713 0.6313 2.9772
C 4.9883 -3.0183 2.9682
As 3.4926 -1.9896 2.1977
C 2.2568 -2.2286 3.7074
C 2.7801 -3.4232 1.0791
H 4.6426 -3.9827 3.3447
H 5.4482 -2.4585 3.7831
H 5.7412 -3.1858 2.1974
H 2.2662 -3.2626 4.0577
H 1.2528 -1.9733 3.3654
H 2.5312 -1.5642 4.5287
H 2.7962 -4.3715 1.6203
H 3.3680 -3.4976 0.1644
H 1.7578 -3.1751 0.7980
*
```

Mulliken analysis output, partial charges in e: 1.0212, -0.7871, 1.2885, -0.8040, -0.6967, -0.5408, -1.1166, -0.8641, 0.4746, -0.4400, -0.1563, 0.3078, -0.6996, 0.4238, -0.4461, -0.6440, -0.3475, -0.4252, -0.0604, 0.3824, 0.2659, 0.3080, 0.3988, 0.4537, 0.3886, -0.1104, 0.4394, -0.3020, 0.0565, 0.4577, 0.3944, 0.3752, 0.4751, -0.4546, -0.5637, -0.3878, 0.6662, -0.6689, -0.5342, 0.3228, 0.3305, 0.1435, 0.1870, 0.3261, -0.2126, -0.0817, 0.4739, -0.7627, -0.5410, -0.7247, -0.1201, -0.0791, 0.4160, 0.3783, 0.3871, 0.1670, 0.2702, 0.4043, 0.2487, -0.2653, -0.0283, -0.3158, -0.8556, -0.6202, 0.8722, -0.5189, 0.4564, 0.4155, 0.4637, 0.2690, -1.2446, 0.4356, -0.7216, -0.8872, 0.3544, 0.3521, 0.3579, 0.4586, -0.1512, 0.3079, 0.4696, 0.2482, 0.0864

Formula: C28H40BBrN8S3SeTi
Source: OMol25
Level of theory: ωB97M-V with the def2-TZVPD basis set

Calculated values
**HOMO-LUMO gap (alpha / beta)**: 5.988 / 7.064 eV
**Energy**: -8573.59858 hartree
**HOMO energy (alpha / beta)**: -5.89 / -7.01 eV
**F_max**: 0.010 hartree/bohr

The geometry in ORCA input format:
```
! wB97M-V def2-TZVPD RIJCOSX def2/J DEFGRID3
* xyz 0 3
Ti 0.1780 -0.5085 -0.3199
C 4.8425 1.0114 -0.1519
C 4.6292 2.1637 0.8256
C 4.8254 1.7152 2.2730
C 5.6543 3.2522 0.5098
N 3.2548 2.7263 0.6778
C 2.9844 4.0558 0.3893
C 1.6587 4.2297 0.5217
N 1.1013 3.0292 0.9092
B -0.3937 3.0337 1.3556
N -0.7013 1.9398 2.4004
C -0.2113 2.1257 3.6758
C -0.4575 1.0122 4.3795
N -1.1034 0.1187 3.5391
C -1.2469 0.7051 2.3211
S -2.0333 0.0752 0.9226
C -1.3930 -1.2646 4.0543
C -2.2764 -1.1156 5.2953
C -2.1159 -2.1708 3.0664
C -0.0452 -1.8927 4.4095
N -1.3831 3.0929 0.1708
C -2.5891 3.7320 0.3569
C -3.3008 3.6230 -0.7770
N -2.5288 2.9042 -1.6774
C -1.3548 2.5762 -1.0718
S -0.0705 1.6606 -1.7651
C -2.9687 2.5481 -3.0594
C -3.0727 1.0294 -3.1875
C -1.9920 3.1425 -4.0724
C -4.3515 3.1456 -3.3148
C 2.0777 2.1052 0.9757
S 1.8757 0.4317 1.3579
H 5.8516 0.6168 -0.0220
H 4.7477 1.3753 -1.1776
H 4.1310 0.2083 0.0228
H 5.8510 1.3677 2.4052
H 4.1471 0.9058 2.5347
H 4.6555 2.5531 2.9518
H 6.6462 2.8135 0.6113
H 5.5904 4.0911 1.2036
H 5.5571 3.6207 -0.5125
H 3.7431 4.7595 0.1113
H 1.0563 5.1107 0.3918
H -0.5339 4.0843 1.9392
H 0.2724 3.0423 3.9628
H -0.2182 0.7715 5.3970
H -3.2157 -0.6226 5.0395
H -1.7950 -0.5529 6.0944
H -2.5033 -2.1084 5.6836
H -3.0780 -1.7622 2.7627
H -2.2822 -3.1172 3.5840
H -1.5216 -2.3698 2.1805
H 0.4688 -1.3342 5.1938
H 0.5976 -1.9329 3.5314
H -0.1974 -2.9143 4.7572
H -2.8302 4.2134 1.2873
H -4.2761 3.9976 -1.0128
H -2.1022 0.5562 -3.0731
H -3.4742 0.7816 -4.1718
H -3.7469 0.6318 -2.4264
H -0.9927 2.7328 -3.9483
H -1.9459 4.2276 -3.9615
H -2.3429 2.9148 -5.0804
H -5.1038 2.7379 -2.6385
H -4.6434 2.8836 -4.3310
H -4.3484 4.2339 -3.2404
C 4.3203 -0.5957 -4.2830
C 2.9420 -1.0228 -3.8671
C 2.1355 -1.8016 -4.6928
C 0.8734 -2.1861 -4.2737
C 0.4730 -1.7742 -3.0191
Br -1.2266 -2.2274 -2.3148
N 1.2135 -1.0374 -2.2083
C 2.4249 -0.6613 -2.6342
H 5.0145 -1.4366 -4.2365
H 4.7025 0.1883 -3.6312
H 4.3224 -0.2197 -5.3062
H 2.4937 -2.1048 -5.6693
H 0.2189 -2.7831 -4.8911
H 2.9814 -0.0409 -1.9449
Se 1.1293 -5.0048 1.8250
C 0.7750 -3.4261 1.0819
N 0.5433 -2.3847 0.6036
*
```

Mulliken analysis output, partial charges in e: 0.7307, -1.6381, 1.5238, -1.6224, -2.2822, 0.3374, -0.5456, -1.1742, 0.6558, 1.0867, -0.1242, -1.3665, -0.1805, 0.5640, 0.2427, -0.5320, 1.2595, -1.6740, -1.8690, -1.2564, -0.0122, -1.3555, -0.2441, 0.5074, 0.0531, -0.2712, 1.2531, -1.2779, -1.5402, -2.2354, -0.0571, -0.1696, 0.5371, 0.4499, 0.2163, 0.4886, 0.3107, 0.3883, 0.4511, 0.5138, 0.4507, 0.5399, 0.6308, -0.2486, 0.6040, 0.5329, 0.3865, 0.3855, 0.4576, 0.4350, 0.5363, 0.1380, 0.3697, 0.1231, 0.4250, 0.6022, 0.5164, 0.0344, 0.4951, 0.3764, 0.2570, 0.3920, 0.4734, 0.4728, 0.4530, 0.5040, -1.4048, 0.8517, -0.5026, -0.8000, 0.1945, -0.1468, 0.4582, -0.2756, 0.3136, 0.2882, 0.3947, 0.4445, 0.4627, -0.1671, -0.2235, -0.0372, -0.3354